Entry 1:
Below is a structure of composition C36H54IN3O2RuSSi2Te, with properties calculated with the ωB97M-V functional and the def2-TZVPD basis.

Each line ends with the Mulliken spin population.
Positions of all 101 atoms, in Å:
1 Ru -0.2266 -0.1199 -0.4224  3.3128
2 C -4.9679 -0.7216 5.0574  0.0005
3 Si -3.1815 -1.2473 4.7840  -0.0173
4 C -2.2537 -1.0578 6.4094  0.0015
5 C -3.1714 -3.0502 4.3122  0.0152
6 C -2.4310 -0.0197 3.5676  -0.0227
7 C -2.5145 1.3079 3.9598  -0.0009
8 C -1.9670 2.3311 3.1897  0.0298
9 C -1.3629 1.9686 2.0026  -0.0465
10 N -1.2756 0.7105 1.5874  0.0755
11 C -1.7709 -0.2886 2.3464  0.0799
12 S -1.5141 -1.8865 1.7329  0.2553
13 H -5.4513 -1.3630 5.7940  0.0003
14 H -5.5276 -0.7982 4.1257  -0.0002
15 H -5.0460 0.3062 5.4054  -0.0002
16 H -2.6854 -1.6935 7.1817  -0.0001
17 H -2.2691 -0.0304 6.7683  0.0003
18 H -1.2108 -1.3459 6.2804  0.0001
19 H -3.6594 -3.5987 5.1216  0.0011
20 H -2.1621 -3.4297 4.1788  -0.0032
21 H -3.7080 -3.2327 3.3844  -0.0020
22 H -3.0079 1.5639 4.8914  -0.0028
23 H -2.0140 3.3681 3.4905  0.0019
24 H -0.9251 2.7077 1.3450  -0.0143
25 C 3.9993 0.1097 -4.1655  0.0014
26 N 3.2930 -0.7105 -3.1988  -0.0081
27 C 2.7556 -1.9813 -3.6655  -0.0014
28 C 2.6817 -0.0868 -2.2085  0.0073
29 N 2.1810 0.4695 -1.3249  0.0047
30 H 4.8248 -0.4710 -4.5802  0.0004
31 H 4.4021 0.9907 -3.6701  -0.0016
32 H 3.3394 0.4287 -4.9807  0.0005
33 H 3.5896 -2.6110 -3.9822  -0.0002
34 H 2.0745 -1.8240 -4.5074  0.0001
35 H 2.2085 -2.4550 -2.8516  0.0042
36 C -2.6430 2.5640 -1.2437  0.0226
37 Si -1.0018 1.8545 -1.9103  0.3806
38 C -1.4448 1.2862 -3.7241  -0.0064
39 C -1.6609 2.4170 -4.7320  0.0053
40 C -0.3629 0.3465 -4.2623  0.0089
41 C -2.7663 0.5058 -3.6752  0.0166
42 C 0.1528 3.4410 -2.0232  -0.0427
43 C 1.3559 3.2613 -2.9524  0.0176
44 C 0.7114 3.7385 -0.6255  0.0297
45 C -0.5917 4.7035 -2.4715  0.0075
46 H -3.1613 3.1950 -1.9678  -0.0005
47 H -2.4752 3.1648 -0.3492  0.0055
48 H -3.3132 1.7541 -0.9567  -0.0037
49 H -0.7613 2.9967 -4.9373  -0.0016
50 H -2.4341 3.1121 -4.4005  -0.0010
51 H -1.9980 1.9946 -5.6868  0.0014
52 H 0.5995 0.8517 -4.3741  -0.0024
53 H -0.6469 -0.0394 -5.2496  -0.0007
54 H -0.2102 -0.5035 -3.5970  0.0068
55 H -3.6002 1.1621 -3.4237  0.0007
56 H -2.7484 -0.3072 -2.9547  -0.0019
57 H -2.9737 0.0814 -4.6652  0.0007
58 H 1.9848 2.4348 -2.6368  -0.0064
59 H 1.9713 4.1686 -2.9357  0.0007
60 H 1.0659 3.0905 -3.9872  -0.0026
61 H 1.2170 2.8783 -0.1827  0.0107
62 H -0.0797 4.0684 0.0483  0.0040
63 H 1.4343 4.5614 -0.6798  0.0019
64 H -0.9650 4.6406 -3.4927  -0.0019
65 H 0.0875 5.5631 -2.4265  0.0013
66 H -1.4383 4.9268 -1.8236  -0.0011
67 I -2.6001 -7.6667 -5.0511  0.0001
68 C -2.0417 -5.9497 -4.0081  0.0007
69 C -2.9962 -4.9854 -3.7173  -0.0007
70 C -2.6184 -3.8561 -3.0102  0.0047
71 C -1.3011 -3.6847 -2.6062  0.0107
72 C -0.3575 -4.6579 -2.9112  0.0016
73 C -0.7208 -5.7972 -3.6108  -0.0003
74 C -0.9003 -2.4506 -1.8374  -0.0343
75 O 0.3279 -2.2535 -1.6366  0.0359
76 O -1.8038 -1.6778 -1.4555  0.0298
77 H -4.0204 -5.1132 -4.0369  0.0000
78 H -3.3403 -3.0909 -2.7593  0.0016
79 H 0.6634 -4.5126 -2.5853  0.0042
80 H 0.0128 -6.5566 -3.8415  0.0000
81 C 5.5514 1.4349 5.3681  0.0006
82 C 4.5949 0.7581 4.4276  0.0048
83 C 3.2553 0.6115 4.7492  -0.0008
84 C 2.3581 -0.0229 3.8957  -0.0938
85 C 0.9127 -0.1176 4.2789  0.1405
86 C 2.8197 -0.5390 2.6849  0.0099
87 Te 1.5094 -1.5822 1.3743  0.8467
88 C 4.1677 -0.3958 2.3358  -0.0805
89 C 4.6967 -0.9170 1.0336  0.1222
90 C 5.0302 0.2516 3.2101  0.0056
91 H 5.0186 1.9181 6.1853  0.0000
92 H 6.1402 2.1958 4.8553  0.0003
93 H 6.2515 0.7209 5.8050  0.0004
94 H 2.8866 1.0076 5.6895  -0.0005
95 H 0.7432 0.3039 5.2694  0.0043
96 H 0.5594 -1.1516 4.2709  -0.0165
97 H 0.2871 0.4260 3.5681  -0.0658
98 H 4.2060 -0.4310 0.1911  -0.0399
99 H 4.5159 -1.9884 0.9299  -0.0179
100 H 5.7696 -0.7433 0.9564  0.0048
101 H 6.0729 0.3609 2.9291  0.0011

Forces on atoms 1 to 3 (eV/Å):
Ru -0.2 -0.2 0.0
C 0.1 -0.1 -0.1
Si 0.0 0.0 -0.1

Results
frontier orbital gap (spin up / spin down)	5.47 / 6.34	eV
spin multiplicity	6
E_HOMO (spin up / spin down)	-3.5 / -4.7	eV
E_LUMO (spin up / spin down)	2.01 / 1.68	eV
charge	-1

=====

Entry 2:
Below is a structure of composition C3H5N3O, with properties calculated with the ωB97M-V functional and the def2-TZVPD basis.

Each line ends with the Löwdin charge.
Positions of all 12 atoms, in Å:
1 C -1.9421 -0.7628 -0.1232  -0.3018
2 C 1.2692 0.9882 0.1250  -0.1261
3 C 2.3691 -0.3253 -0.0553  -0.1531
4 H -2.5860 0.9529 -0.3604  0.0344
5 H -2.0685 -1.8272 0.1894  0.1039
6 H 0.0903 -1.6596 0.0281  0.2696
7 H 1.8134 1.8692 -0.2000  0.0894
8 H 1.2630 1.4890 1.2379  0.1625
9 N -3.0637 0.0329 -0.1427  0.0576
10 N -0.5991 -0.4920 0.1445  -0.0569
11 N 3.3949 -0.8611 -0.2673  0.0923
12 O 0.0595 0.5958 -0.5760  -0.1718

Forces on atoms 1 to 3 (eV/Å):
C -4.1 1.3 2.0
C 1.1 -2.0 1.9
C 0.8 2.4 0.2

Results
frontier orbital gap	9.74	eV
E_HOMO	-9.8	eV
E_LUMO	-0.03	eV

=====

Entry 3:
Below is a structure of composition C52H48ClNO3P2S5SeSr, with properties calculated with the ωB97M-V functional and the def2-TZVPD basis.

Each line ends with the Löwdin charge.
Positions of all 114 atoms, in Å:
1 Sr -1.1176 1.1998 1.6638  0.9843
2 C -0.7893 4.6970 2.7210  -0.5109
3 C 0.6996 4.4451 2.4692  -0.5007
4 S 1.3761 2.7437 2.2222  0.7749
5 C 1.9565 2.1825 3.8746  -0.5161
6 C 0.8942 2.0287 4.9315  -0.4903
7 S -0.3292 0.7364 4.4174  0.7897
8 C -1.8755 1.3005 5.2808  -0.4603
9 C -3.2410 0.8027 4.7261  -0.4745
10 S -3.7080 1.2521 2.9866  0.8197
11 C -3.9518 3.0981 3.0604  -0.4627
12 C -3.5554 3.8926 1.7870  -0.4455
13 S -1.7589 4.1111 1.2856  0.8203
14 H -0.9797 5.7453 2.8946  0.0807
15 H -1.1473 4.1964 3.6247  0.0587
16 H 1.2892 4.9139 3.2477  0.0848
17 H 0.9622 4.9071 1.5150  0.0668
18 H 2.7143 2.9065 4.2095  0.0940
19 H 2.4870 1.2419 3.7052  0.0621
20 H 0.3841 2.9778 5.1249  0.0757
21 H 1.3127 1.6709 5.8672  0.0829
22 H -1.8234 2.3902 5.2325  0.0497
23 H -1.7765 1.0341 6.3214  0.0751
24 H -4.0180 1.2738 5.3367  0.0814
25 H -3.3908 -0.2727 4.7257  0.0442
26 H -3.4696 3.4754 3.9395  0.0470
27 H -5.0333 3.2816 3.2334  0.0905
28 H -3.9849 4.8797 1.7840  0.0667
29 H -3.9888 3.4497 0.8759  0.0687
30 O 0.2314 -4.2814 -1.1551  -0.5566
31 S -0.6249 -3.3825 -0.2965  1.0245
32 C -1.5315 -1.9731 -1.7101  -0.2270
33 C -2.9096 -2.3165 -1.6583  -0.1189
34 C -3.9174 -2.0017 -2.5678  -0.0732
35 C -3.6051 -1.0627 -3.5244  -0.0728
36 C -2.3495 -0.4662 -3.4091  -0.0939
37 C -1.2923 -0.9458 -2.5898  -0.3775
38 P 0.4417 -0.2643 -2.9753  1.1113
39 C 0.1802 1.4213 -3.3468  -0.4276
40 C 0.1014 1.8458 -4.6784  -0.1096
41 C 0.3375 3.1548 -5.0579  -0.0767
42 C 0.6279 4.1286 -4.0931  -0.0914
43 C 0.4998 3.8014 -2.7537  -0.0965
44 C 0.2582 2.4714 -2.3817  -0.0936
45 C 0.7619 -1.5000 -4.3027  -0.3459
46 C 0.1636 -2.7729 -4.4583  -0.0492
47 C 0.8204 -3.7840 -5.1763  -0.0638
48 C 2.0902 -3.5500 -5.6711  -0.0953
49 C 2.6671 -2.3025 -5.5228  -0.1079
50 C 1.9898 -1.2787 -4.9100  -0.1509
51 C 0.5649 -3.1934 1.5155  -0.1926
52 C -0.2097 -3.9613 2.3951  -0.1477
53 C 0.2235 -4.2610 3.7242  -0.0550
54 C 1.4053 -3.7355 4.2017  -0.0854
55 C 2.2238 -3.0564 3.3057  -0.1318
56 C 1.8414 -2.7043 1.9958  -0.3579
57 P 2.9243 -1.3681 1.3654  1.0523
58 C 3.5530 -2.2263 -0.1102  -0.3494
59 C 3.8450 -1.3073 -1.1061  -0.1389
60 C 4.5729 -1.6564 -2.2347  -0.0913
61 C 4.9797 -2.9646 -2.3827  -0.0863
62 C 4.5610 -3.9297 -1.4555  -0.0698
63 C 3.8080 -3.5925 -0.3300  -0.0548
64 C 4.3810 -1.0532 2.2157  -0.4155
65 C 5.3773 -1.9242 2.6761  -0.0767
66 C 6.6476 -1.4487 2.9673  -0.0599
67 C 6.9346 -0.0656 2.8223  -0.0678
68 C 5.9625 0.7953 2.3303  -0.0817
69 C 4.6831 0.3191 2.0729  -0.1371
70 H -3.1862 -2.9595 -0.8320  0.0545
71 H -4.9007 -2.4597 -2.6280  0.1189
72 H -4.2806 -0.7748 -4.3454  0.1226
73 H -2.0799 0.3762 -4.0482  0.0922
74 H -0.1306 1.1213 -5.4375  0.1041
75 H 0.3550 3.4223 -6.1090  0.1045
76 H 0.9496 5.1261 -4.3973  0.1039
77 H 0.6045 4.5750 -1.9728  0.1059
78 H 0.2185 2.2572 -1.3102  0.0841
79 H -0.7931 -2.9405 -3.9830  0.0941
80 H 0.3741 -4.7499 -5.3073  0.1009
81 H 2.5933 -4.2644 -6.3250  0.1057
82 H 3.6361 -2.1107 -5.9737  0.1036
83 H 2.4441 -0.3009 -4.7510  0.0967
84 H -1.1682 -4.3353 2.0702  0.0021
85 H -0.4276 -4.8703 4.3407  0.1073
86 H 1.7731 -3.8726 5.1968  0.0971
87 H 3.1519 -2.6830 3.6839  0.0645
88 H 3.4920 -0.2947 -0.9804  0.0770
89 H 4.8026 -0.8816 -2.9828  0.1101
90 H 5.5106 -3.3049 -3.2477  0.0946
91 H 4.8060 -4.9581 -1.6360  0.0963
92 H 3.5209 -4.3551 0.3604  0.1014
93 H 5.1797 -2.9935 2.7064  0.1135
94 H 7.4266 -2.1683 3.2407  0.1093
95 H 7.9303 0.2670 3.0013  0.0919
96 H 6.1973 1.8553 2.1814  0.1090
97 H 3.9243 0.9829 1.6493  0.0648
98 Cl -6.8924 2.2893 -4.4860  0.5949
99 C -5.7175 1.9813 -3.2009  -0.6620
100 C -4.4666 2.6318 -3.2213  -0.0994
101 C -3.5712 2.3498 -2.2051  -0.0358
102 C -3.7876 1.4617 -1.1266  -0.4224
103 O -2.8816 1.2870 -0.2257  -0.2578
104 C -5.0611 0.8512 -1.1435  -0.1373
105 C -5.5370 -0.2203 -0.2641  -0.2518
106 O -5.0319 -0.6533 0.7287  0.0227
107 C -5.9934 1.1192 -2.1579  -0.0884
108 H -4.3003 3.3085 -4.0544  0.1007
109 H -2.5945 2.8185 -2.2957  0.0996
110 H -6.5124 -0.6441 -0.6174  0.1224
111 H -6.9268 0.5822 -2.2049  0.1017
112 Se -3.9476 -4.1058 2.0977  0.4252
113 C -3.2523 -2.4784 2.5506  -0.9374
114 N -2.8067 -1.4529 2.8689  -0.0223

Forces on atoms 1 to 3 (eV/Å):
Sr -1.5 -1.5 -2.1
C -0.6 -0.9 0.4
C 0.1 -0.1 -0.3

Results
frontier orbital gap	5.86	eV
E_HOMO	-6.5	eV
E_LUMO	-0.60	eV

=====

Number 1: F_max 0.00710 hartree/bohr, molecular weight 1004.660 g mol⁻¹. Number 2: F_max 0.12340 hartree/bohr, molecular weight 99.093 g mol⁻¹. Number 3: F_max 0.09737 hartree/bohr, molecular weight 1159.276 g mol⁻¹.